1.
{
  "formula": "C2H2Br2O3",
  "method": "wB97M-V/def2-TZVPD",
  "relative_energy_kj_mol": 201.9,
  "e_lumo_ha": 0.00940,
  "total_energy_ha": -5451.0194,
  "gap_ev": 9.42,
  "e_homo_ev": -9.2,
  "symbols": ["C", "C", "O", "O", "O", "Br", "Br", "H", "H"],
  "positions_angstrom": [[-0.657, 0.398, -0.201], [0.696, -0.499, 0.734], [0.246, 0.832, 0.698], [-0.310, -0.904, -0.165], [-0.147, 1.057, -1.910], [0.463, -1.297, 2.463], [1.317, 0.276, -2.442], [-1.679, 0.748, -0.262], [1.724, -0.656, 0.389]],
  "mulliken_charge": [0.456, 0.040, -0.247, -0.254, -0.492, -0.133, 0.022, 0.292, 0.316]
}

2.
{
  "formula": "C2H2Br2O3",
  "method": "wB97M-V/def2-TZVPD",
  "relative_energy_kj_mol": 304.8,
  "e_lumo_ha": -0.01504,
  "total_energy_ha": -5450.9802,
  "gap_ev": 9.37,
  "e_homo_ev": -9.8,
  "symbols": ["C", "C", "O", "O", "O", "Br", "Br", "H", "H"],
  "positions_angstrom": [[0.633, -1.123, -0.005], [1.017, -0.047, 1.551], [1.597, -0.234, 0.334], [0.101, -1.130, 1.245], [-1.827, -0.031, -2.793], [0.289, 1.652, 1.964], [-1.360, 0.705, -1.177], [-2.186, 0.700, -3.425], [1.736, -0.491, 2.306]],
  "mulliken_charge": [-0.160, 0.210, -0.165, -0.181, -0.513, -0.066, 0.223, 0.343, 0.309]
}

3.
{
  "formula": "C2H2Br2S2",
  "method": "wB97M-V/def2-TZVPD",
  "relative_energy_kj_mol": 192.4,
  "e_lumo_ha": -0.06636,
  "total_energy_ha": -6021.7178,
  "gap_ev": 7.64,
  "e_homo_ev": -9.4,
  "symbols": ["C", "C", "S", "S", "Br", "Br", "H", "H"],
  "positions_angstrom": [[0.399, 0.318, 0.416], [0.094, -0.204, -0.784], [1.090, 1.707, 0.905], [-0.872, -1.580, -1.295], [-0.111, -1.462, 2.160], [0.539, 0.826, -2.370], [-0.066, 2.301, 0.896], [-1.073, -1.906, 0.072]],
  "mulliken_charge": [0.040, 0.350, -0.114, -0.128, -0.339, -0.111, 0.167, 0.135]
}

4.
{
  "formula": "C2H2Br2Si",
  "method": "wB97M-V/def2-TZVPD",
  "relative_energy_kj_mol": 63.2,
  "e_lumo_ha": -0.02956,
  "total_energy_ha": -5514.8981,
  "gap_ev": 8.54,
  "e_homo_ev": -9.3,
  "symbols": ["C", "C", "Si", "Br", "Br", "H", "H"],
  "positions_angstrom": [[1.228, -0.380, -0.697], [1.424, -0.038, 0.427], [-1.333, 0.339, 1.041], [-1.761, -1.460, -0.295], [-1.874, 1.983, -0.379], [0.813, -0.846, -1.509], [1.503, 0.402, 1.411]],
  "mulliken_charge": [-0.315, -0.466, 0.311, -0.219, -0.163, 0.399, 0.452]
}

5.
{
  "formula": "C2H2Br3N",
  "method": "wB97M-V/def2-TZVPD",
  "relative_energy_kj_mol": 114.4,
  "e_lumo_ha": 0.01406,
  "total_energy_ha": -7854.1216,
  "gap_ev": 10.14,
  "e_homo_ev": -9.8,
  "symbols": ["C", "C", "N", "Br", "Br", "Br", "H", "H"],
  "positions_angstrom": [[0.549, 0.738, 0.049], [-0.562, -0.691, 0.386], [1.121, 0.591, -1.043], [0.048, -1.944, -0.856], [-2.342, -0.073, -0.066], [-0.749, -1.324, 2.163], [0.125, 1.432, 0.787], [1.809, 1.271, -1.421]],
  "mulliken_charge": [0.050, -0.210, -0.417, -0.011, -0.025, 0.016, 0.349, 0.248]
}

6.
{
  "formula": "C2H2BrClINOS",
  "method": "wB97M-V/def2-TZVPD",
  "relative_energy_kj_mol": 94.3,
  "e_lumo_ha": -0.03198,
  "total_energy_ha": -3937.3940,
  "gap_ev": 8.00,
  "e_homo_ev": -8.9,
  "symbols": ["C", "C", "N", "O", "S", "Cl", "Br", "I", "H", "H"],
  "positions_angstrom": [[0.632, 0.378, 0.783], [-0.588, -0.250, -0.807], [0.072, 0.224, 1.932], [-0.138, 0.513, -1.768], [1.899, 1.122, 0.150], [0.691, 0.909, 3.437], [-2.405, -0.021, -0.318], [-0.020, -2.362, -0.948], [-0.805, -0.263, 2.059], [0.800, 0.818, -1.542]],
  "mulliken_charge": [0.537, -0.070, -0.228, -0.354, -0.433, -0.042, -0.080, 0.108, 0.259, 0.303]
}